Entry from the Open Molecules 2025 dataset: 15 unconnected molecules or ions with the total composition C4H38NO16 (ωB97M-V/def2-TZVPD).

CARTESIAN COORDINATES (ANGSTROEM)
C 0.18 -0.07 -0.09
N 1.38 0.76 -0.32
C 1.34 2.23 -0.24
C 0.66 2.71 -1.47
O -0.75 2.69 -1.32
C 0.76 2.77 1.08
O 1.45 2.18 2.09
H -0.66 0.08 -0.88
H 0.37 -1.08 -0.15
H -0.44 0.10 0.79
H 2.18 0.47 0.26
H 2.45 2.55 -0.33
H 0.80 3.71 -1.80
H 0.98 1.99 -2.25
H -0.96 1.80 -1.03
H 1.01 3.84 1.22
H -0.35 2.80 1.18
H -2.41 0.48 2.56
H -2.73 1.95 2.38
O -3.12 1.14 2.64
H 1.01 1.44 2.47
H 0.24 0.02 4.02
O 0.14 -0.03 3.09
H -1.94 -1.64 -1.37
H -0.85 -2.49 -2.18
O -1.39 -1.71 -2.16
H 3.39 -1.11 1.56
H 2.77 -0.02 2.44
O 3.55 -0.23 1.92
H -2.30 -1.68 3.06
H -0.66 -0.61 2.86
O -1.79 -1.55 2.28
H 1.13 -2.14 1.36
H 1.61 -3.55 1.56
O 1.82 -2.74 1.04
H -0.81 -3.29 0.91
H -0.87 -2.80 2.29
O -0.47 -3.56 1.75
H -2.80 -0.15 0.03
H -3.32 1.31 -0.12
O -2.57 0.81 0.04
H 1.07 -1.45 -3.53
H 1.41 -0.45 -2.57
O 1.84 -0.93 -3.27
H -2.40 -2.20 0.89
H -2.42 -3.10 -0.26
O -2.85 -2.24 0.01
H -1.85 0.70 -3.64
H -1.59 2.18 -3.58
O -1.86 1.48 -4.19
H -0.84 4.42 -0.29
H -2.14 5.14 -0.32
O -1.32 5.06 0.20
H 1.48 -3.38 -0.86
H 1.98 -3.83 -2.30
O 1.21 -3.50 -1.80
H 3.32 -1.40 -2.55
H 3.15 -1.97 -1.21
O 3.80 -1.94 -1.88

The spin multiplicity is 2. As for the orbital gap (spin up / spin down): 10.216 / 5.117 eV. The expectation value of S² is 0.755. As for the energy above the lowest of the compared OMol25 structures with the same formula, charge and spin: 0.380 eV. Its LUMO energy (spin up / spin down) is -0.08 / -5.17 eV. The calculation puts the total energy at -39011.023 eV. The molecular weight comes out at 356.34 g mol⁻¹.

Results of the natural (NBO) charge analysis, in e, for atoms 1 through 8:
1. C -0.569
2. N -0.169
3. C -0.153
4. C -0.096
5. O -0.740
6. C -0.082
7. O -0.726
8. H 0.285